Entry 1:
Here is C18H28AlNO6S as an isolated structure from OMol25. Energies are from wB97M-V/def2-TZVPD.

Geometry as XYZ:
```
55
Properties=species:S:1:pos:R:3:nbo_charge:R:1
Al -0.1921 1.4008 -0.0987 2.0817
O -2.8509 1.0633 2.5902 -0.7169
C -1.8104 1.2334 1.9548 0.7343
O -1.8416 1.4716 0.6230 -0.9313
C -0.4474 1.1603 2.4875 -0.1041
C -0.0910 1.3655 3.7898 -0.1664
C 1.2298 1.8129 4.0836 -0.4675
C 1.8991 2.4590 3.0153 -0.1631
C 1.4818 2.2278 1.7291 -0.1182
N 0.6151 1.0937 1.5145 -0.9625
C 1.6619 3.1162 0.5958 0.7325
O 2.5033 4.0179 0.4846 -0.7373
O 0.8270 2.8435 -0.4396 -0.9416
H -0.8583 1.3552 4.5589 0.1940
H 1.5013 2.0465 5.1075 0.1705
H 2.6261 3.2435 3.2057 0.1934
C -0.5349 -1.9308 -1.0174 -0.4130
C -0.8419 -0.7402 -1.9555 0.2905
C -2.3496 -0.4789 -2.0558 -0.6443
C -0.3166 -1.0808 -3.3516 -0.6139
O -0.1714 0.4143 -1.5340 -0.9910
H -1.0619 -2.8141 -1.4000 0.1786
H 0.0058 -1.2399 0.9571 0.2530
H 0.5342 -2.1415 -1.1242 0.1977
H -2.8786 -1.3706 -2.4065 0.1813
H -2.5198 0.3327 -2.7673 0.2031
H -2.7663 -0.1641 -1.1005 0.2408
H -0.8106 -1.9678 -3.7598 0.1819
H 0.7583 -1.2692 -3.3056 0.2001
H -0.4843 -0.2380 -4.0251 0.2099
C 2.9482 4.2126 -2.7072 -0.8486
S 2.0795 2.8361 -3.4598 1.2664
C 2.8771 1.5539 -2.4901 -0.8231
O 2.6355 2.7034 -4.8538 -1.0415
H 4.0183 4.0578 -2.8574 0.2047
H 2.6939 4.2674 -1.6428 0.3028
H 2.6269 5.1109 -3.2342 0.2097
H 3.9169 1.5131 -2.8183 0.2079
H 2.3566 0.6198 -2.6879 0.2408
H 2.7885 1.7976 -1.4346 0.2647
C -1.4631 -2.4439 2.7317 -0.6161
C -1.3131 -2.9013 1.2789 -0.0279
C -2.6649 -3.4163 0.7800 -0.6107
C -0.2696 -4.0171 1.2023 -0.6102
C -0.8621 -1.6841 0.4603 -0.4530
H -1.7957 -3.2727 3.3676 0.1751
H -2.1788 -1.6225 2.8130 0.2422
H -0.5129 -2.0671 3.1164 0.2250
H -2.9940 -4.2749 1.3747 0.1859
H -2.6243 -3.7294 -0.2672 0.1936
H -3.4197 -2.6311 0.8659 0.2168
H -0.5672 -4.8732 1.8169 0.1857
H 0.6957 -3.6554 1.5655 0.2111
H -0.1340 -4.3682 0.1762 0.1965
H -1.6537 -0.9376 0.5481 0.2303
```

The value obtained for the LUMO energy is 4.71 eV. The net charge is -2. The value obtained for the energy relative to the best compared isomer or geometry (same formula, charge and spin) is 0.0246 eV.

=====

Entry 2:
Here is C18H28BrClF2N2O2SSi3 as an isolated structure from OMol25. Energies are from wB97M-V/def2-TZVPD.

Geometry as XYZ:
```
58
Properties=species:S:1:pos:R:3:nbo_charge:R:1
C -3.3013 -3.2037 -2.3919 -1.1219
Si -1.5601 -3.0349 -3.2857 1.6493
C -1.8937 -1.9074 -4.8347 -1.1434
C -0.2327 -2.2576 -2.1258 -0.9030
C -0.3706 -0.6400 -1.8959 -0.4723
C -1.7265 -0.1631 -1.1051 0.3289
F -2.7322 0.1756 -2.1807 -0.3922
F -2.2081 -1.2187 -0.1734 -0.3772
Si -1.5235 1.4531 -0.0597 1.3373
O 0.1412 1.9122 0.2658 -1.2199
Si 0.0879 3.0195 1.6746 1.8101
Br -1.9801 4.0928 1.7706 -0.3155
C 1.4344 4.3914 1.5559 -0.9792
C 0.9317 5.8980 1.9627 -0.4331
C 0.5225 6.0943 3.5380 -0.3604
Cl -0.8283 7.4091 3.6563 -0.1109
C 0.2925 2.0406 3.3470 -0.9647
C 1.8729 1.9362 3.8475 -0.5302
S 2.1983 3.3852 4.9886 0.2361
C 3.8244 3.2236 5.9043 0.3073
N 4.9471 2.2120 5.8173 -0.2660
N 5.8538 2.6700 6.7998 -0.2541
C 5.3220 3.9108 7.5210 0.2071
O 4.0115 4.2993 6.9329 -0.4558
C -1.1098 -4.8701 -3.8221 -0.4808
C -2.1149 -5.5150 -4.9921 -0.2192
C -1.9514 -7.0581 -5.5707 -0.2317
C -0.7226 -7.9494 -4.8904 -0.2364
C 0.2832 -7.3041 -3.7508 -0.2332
C 0.1170 -5.7468 -3.1783 -0.2239
H -3.0677 -3.8725 -1.4311 0.2372
H -4.0508 -3.8467 -3.0393 0.2453
H -3.7420 -2.1731 -2.0564 0.2563
H -1.0788 -1.0820 -5.0013 0.2379
H -2.9624 -1.3868 -4.7333 0.2545
H -1.9377 -2.5355 -5.8389 0.2492
H -0.3386 -2.7941 -1.0778 0.2521
H 0.8753 -2.4664 -2.5051 0.2529
H -0.3470 -0.0673 -2.9347 0.2466
H 0.5531 -0.2606 -1.2627 0.2371
H -2.2881 1.2258 1.1917 -0.1771
H -2.2459 2.5588 -0.7400 -0.1653
H 1.7620 4.4462 0.4094 0.2688
H 2.4340 4.1532 2.1456 0.2635
H 1.8466 6.6258 1.7595 0.2232
H 0.0435 6.3096 1.2990 0.2468
H 0.0928 5.1380 4.0615 0.2223
H 1.4535 6.5490 4.0853 0.2335
H -0.2054 0.9798 3.2123 0.2747
H -0.3727 2.6020 4.1575 0.2659
H 2.5310 1.9119 2.8737 0.2359
H 1.9479 0.9190 4.4510 0.2583
H 5.8551 4.5015 8.3863 0.2499
H -2.9995 -4.8827 -5.4458 0.2284
H -2.6989 -7.4667 -6.3803 0.2402
H -0.6314 -9.0705 -5.2827 0.2361
H 1.1468 -7.9734 -3.2743 0.2331
H 0.8407 -5.2971 -2.3543 0.2414
```

The value obtained for the LUMO energy is -0.22 eV.

=====

Entry 3:
Here is C18H28Cl2InNO2S2 as an isolated structure from OMol25. Energies are from wB97M-V/def2-TZVPD.

Geometry as XYZ:
```
54
Properties=species:S:1:pos:R:3:nbo_charge:R:1
In -13.2394 -12.5251 0.5273 1.3349
Cl -14.6556 -14.3390 -1.7593 0.1166
C -14.3236 -15.8852 -1.1530 -0.0300
C -15.0566 -16.8876 -1.7573 -0.2107
C -15.0996 -18.1774 -1.1512 -0.0453
C -14.5457 -18.3942 0.0885 -0.2375
C -13.7622 -17.4101 0.6836 0.0258
Cl -12.9155 -17.8990 2.0718 0.1584
C -13.6059 -16.1344 0.0622 -0.2615
S -12.4373 -15.0243 0.6067 0.1434
H -15.4102 -16.7465 -2.7749 0.2614
H -15.6186 -18.9766 -1.6419 0.2553
H -14.7450 -19.3614 0.6241 0.2758
C -8.3895 -7.6819 2.4880 -0.6190
C -9.4568 -8.3921 3.3544 -0.4267
C -10.4737 -9.2128 2.5583 -0.5251
S -9.9472 -10.8982 1.8442 1.1751
O -11.2966 -11.5428 1.4986 -1.0922
C -9.2541 -11.7691 3.3843 -0.5490
C -10.3081 -12.5975 4.0868 -0.4380
C -11.2961 -11.7672 4.9166 -0.6231
H -7.5261 -7.2565 3.1165 0.2422
H -8.8811 -6.8496 2.0028 0.2172
H -7.9367 -8.3061 1.7372 0.2048
H -10.0885 -7.6001 3.8368 0.2450
H -8.9509 -9.0288 4.0968 0.2113
H -10.7467 -8.6569 1.6159 0.2285
H -11.3980 -9.4435 3.0628 0.2380
H -8.7639 -11.0315 4.0211 0.2487
H -8.3831 -12.3595 3.0153 0.2530
H -9.7620 -13.2854 4.7601 0.2441
H -10.8774 -13.3450 3.4606 0.2150
H -10.7853 -10.9317 5.4295 0.2151
H -11.7730 -12.2374 5.7693 0.2439
H -12.0740 -11.3086 4.2562 0.1952
O -12.4394 -12.1014 -1.5478 -0.8044
C -12.0120 -11.6969 -2.6491 0.7563
C -12.3920 -12.3289 -3.9318 -0.5288
C -12.4517 -11.5564 -5.2538 -0.4311
C -12.5221 -10.0419 -5.3801 -0.4069
C -12.0926 -9.1785 -4.2020 -0.4188
C -10.7527 -9.6860 -3.6405 -0.2336
N -11.0595 -10.6770 -2.5765 -0.5589
H -13.3804 -12.7866 -3.7238 0.2399
H -11.7681 -13.2399 -4.0471 0.2760
H -13.4010 -11.8632 -5.7223 0.2422
H -11.6658 -11.8887 -5.9780 0.2310
H -13.5741 -9.6833 -5.6419 0.2233
H -11.9214 -9.8562 -6.2967 0.2301
H -12.8654 -9.1400 -3.4154 0.2020
H -11.9348 -8.1475 -4.5617 0.2408
H -10.1314 -8.8751 -3.2398 0.2358
H -10.1604 -10.1458 -4.4475 0.2193
H -11.0493 -10.4193 -1.6313 0.3949
```

The value obtained for the LUMO energy (alpha / beta) is -9.33 / -9.44 eV. The net charge is +2. The value obtained for the energy relative to the best compared isomer or geometry (same formula, charge and spin) is 0.0706 eV.

=====

Entry 4:
Here is a 2-piece molecular cluster, C18H28ClFNO4PSi overall from OMol25. Energies are from wB97M-V/def2-TZVPD.

Geometry as XYZ:
```
55
Properties=species:S:1:pos:R:3:nbo_charge:R:1
C 2.1474 -1.2213 0.4794 -1.1488
Si 3.3563 -1.1978 -0.9730 1.8648
C 5.0996 -1.0181 -0.2362 -1.1132
C 3.2944 -2.8874 -1.7989 -1.1467
O 3.1628 0.1081 -2.0213 -0.8601
C 1.8401 0.2957 -2.4713 -0.0533
C 1.5877 1.7884 -2.8087 -0.4772
C 0.5204 2.3872 -1.9470 0.0170
C 0.5856 3.4930 -1.2305 -0.4500
P 2.0612 4.6133 -1.1780 1.1151
O 2.2638 5.0578 -2.7610 -0.9483
Cl 3.7040 3.4129 -0.6643 -0.3198
C -0.6554 3.8103 -0.4228 0.5344
O -1.0924 4.8966 -0.2888 -0.4774
C -1.3239 2.5920 0.1665 -0.2349
C -1.3930 1.4973 -0.5415 -0.0707
C -2.0046 0.2249 -0.0084 -0.4329
C -2.3223 -0.8403 -1.0700 -0.4440
C -3.5770 -0.4785 -1.8786 0.0579
F -4.5657 -1.4163 -1.5661 -0.3813
C -0.7786 1.6020 -1.9154 0.5366
O -1.2624 1.1563 -2.8992 -0.5070
H 2.6652 -1.4966 1.3987 0.2506
H 1.6062 -0.2849 0.6494 0.2363
H 1.3899 -1.9868 0.2730 0.2435
H 5.2708 -1.9082 0.3691 0.2318
H 5.0807 -0.1123 0.3710 0.2371
H 5.7922 -0.9368 -1.0751 0.2374
H 3.7044 -3.5959 -1.0669 0.2423
H 2.2787 -3.2425 -1.9931 0.2375
H 3.9291 -2.9830 -2.6818 0.2434
H 1.6682 -0.2642 -3.3992 0.1823
H 1.0857 -0.0688 -1.7575 0.1619
H 1.2257 1.8419 -3.8424 0.2396
H 2.5380 2.3194 -2.7915 0.2318
H 2.4056 4.2606 -3.2978 0.4846
H -1.7249 2.5860 1.1743 0.2290
H -2.9283 0.4621 0.5290 0.2217
H -1.3386 -0.2494 0.7220 0.2410
H -1.4787 -0.9449 -1.7541 0.2109
H -2.4974 -1.8271 -0.6414 0.2414
H -3.4229 -0.5400 -2.9554 0.1771
H -3.9622 0.5147 -1.6361 0.1584
C -3.1630 -0.2846 4.0636 -0.6139
C -3.6184 -1.6596 4.5350 -0.3805
C -2.4427 -2.5923 4.8405 -0.5081
C -1.6281 -2.7932 3.6311 0.2971
N -1.0062 -2.9488 2.6878 -0.3465
H -2.6026 -0.3539 3.1295 0.2101
H -4.0239 0.3593 3.8804 0.2190
H -2.5307 0.2007 4.8101 0.2052
H -4.2547 -2.1085 3.7696 0.2116
H -4.2290 -1.5494 5.4332 0.2111
H -2.8054 -3.5610 5.1846 0.2516
H -1.8116 -2.1709 5.6241 0.2438
```

The value obtained for the LUMO energy is -0.97 eV. The structure (SMILES) is C[Si](C)(C)OCCC1=C(P(O)Cl)C(=O)C=C(CCCF)C1=O.CCCC#N.

=====

Entry 5:
Here is C18H28CsN4O5V as an isolated structure from OMol25. Energies are from wB97M-V/def2-TZVPD.

Geometry as XYZ:
```
57
Properties=species:S:1:pos:R:3:lowdin_charge:R:1
N -0.5669 -1.2647 -0.6993 0.0425
C -1.0520 -2.0553 0.1089 -0.3195
O -1.5240 -2.8311 0.8657 0.2398
Cs 0.9569 -0.0325 -3.9988 1.4403
V 0.3399 0.4475 -0.5735 1.0982
N -0.6606 1.5208 -1.8024 -0.1627
N 1.8769 -0.0661 -1.6498 -0.4326
C -2.1464 1.6314 -1.9428 -0.6090
C 2.6693 -1.3552 -1.7479 -0.6547
C -2.5328 1.0970 -3.3237 -0.0324
C -2.6275 3.0779 -1.7836 -0.0224
C -2.8688 0.8111 -0.8810 -0.0449
C 3.8609 -1.1587 -2.7040 -0.0449
C 3.1950 -1.7191 -0.3571 -0.0169
C 1.7857 -2.5052 -2.2652 -0.1029
H -2.0766 1.6759 -4.1413 0.0845
H -3.6230 1.1538 -3.4459 0.1176
H -2.2455 0.0384 -3.4390 0.0796
H -2.2751 3.5005 -0.8347 0.1088
H -3.7252 3.0936 -1.7657 0.1128
H -2.3117 3.7351 -2.6025 0.0945
H -2.6617 -0.2584 -0.9629 0.0675
H -3.9524 0.9502 -1.0129 0.1155
H -2.6108 1.1435 0.1304 0.0794
H 3.5830 -1.1484 -3.7741 0.0563
H 4.5528 -2.0027 -2.5683 0.1192
H 4.4226 -0.2397 -2.4860 0.0944
H 3.8662 -0.9416 0.0282 0.0943
H 3.7677 -2.6565 -0.4224 0.1162
H 2.3800 -1.8549 0.3641 0.0841
H 0.7511 -2.4405 -1.9025 0.0483
H 2.1961 -3.4450 -1.8680 0.1128
H 1.8100 -2.6285 -3.3664 0.0567
C 2.6790 1.0970 -1.2268 -0.1341
H 2.1056 1.7307 -0.5102 0.1014
H 3.6137 0.8194 -0.7065 0.1140
H 2.9806 1.7245 -2.0903 0.1091
C 0.0555 2.6159 -2.4871 -0.1621
H -0.1696 3.5972 -2.0290 0.1185
H 1.1499 2.5060 -2.4076 0.0417
H -0.2217 2.6874 -3.5627 0.0890
O 1.1403 -0.2185 1.4322 -0.0177
C 0.0183 0.1819 1.8999 -0.5022
O -0.7591 0.9251 1.1767 -0.0580
C -0.4623 -0.2449 3.2617 -0.1247
C -1.8315 -0.4468 3.4682 0.0053
C -2.2951 -0.8498 4.7114 0.0482
C -1.3747 -1.0209 5.7609 -0.1179
C 0.0052 -0.8213 5.5567 0.0505
C 0.4597 -0.4490 4.2968 0.0196
N -1.8543 -1.3952 7.0513 -0.3030
O -3.0848 -1.5818 7.2017 0.0875
O -1.0317 -1.5231 7.9870 0.0913
H -2.5321 -0.3011 2.6459 0.1259
H -3.3511 -1.0297 4.8942 0.1332
H 0.6837 -0.9674 6.3923 0.1326
H 1.5234 -0.3080 4.1078 0.1314
```

The value obtained for the LUMO energy (alpha / beta) is -9.58 / -9.55 eV. The net charge is +2.